Formula: C39H39MnN4O2Si
Source: the Open Molecules 2025 dataset
Level of theory: wB97M-V/def2-TZVPD

```
86
Properties=species:S:1:pos:R:3:forces:R:3
Mn 0.5275 -1.0968 0.4296 -0.072 0.183 -0.019
C 4.7573 -0.4418 1.1389 -0.002 -0.022 0.015
O 3.9545 -0.3079 2.3759 0.084 -0.062 -0.135
C 2.7316 -0.5732 2.0372 -0.056 0.002 0.241
N 2.4639 -0.8612 0.8116 -0.085 0.229 -0.094
C 3.7179 -0.7811 0.0360 -0.015 0.013 0.078
C 3.6265 0.2141 -1.1004 0.018 0.048 -0.021
C 4.8007 0.7334 -1.6356 0.019 0.024 -0.017
C 4.7644 1.5897 -2.7266 0.007 -0.007 0.002
C 3.5507 1.9323 -3.3049 -0.017 0.006 -0.005
C 2.3728 1.4140 -2.7873 0.019 0.016 0.042
C 2.4147 0.5631 -1.6907 0.021 -0.025 -0.023
C 1.6041 -0.5298 3.0026 0.219 -0.026 -0.120
C 1.6167 -0.4580 4.3799 -0.022 0.038 0.100
C 0.3838 -0.4920 5.0355 0.018 0.002 -0.046
C -0.8062 -0.5864 4.3131 0.016 0.002 0.098
C -0.7105 -0.6386 2.9373 -0.230 0.041 -0.167
N 0.4648 -0.6120 2.3215 0.021 0.006 0.319
C -1.7859 -0.7114 1.9163 0.041 0.029 0.281
N -1.4735 -0.7088 0.6659 0.122 0.091 -0.052
C -2.7643 -0.6360 -0.0861 0.000 -0.122 0.034
C -3.7791 -1.0019 1.0116 -0.038 0.045 -0.005
O -3.0381 -0.7628 2.2658 -0.073 0.033 -0.164
C -2.8322 -1.4757 -1.3379 -0.055 0.003 -0.031
C -1.7452 -1.5671 -2.2037 -0.093 0.054 -0.036
C -1.8470 -2.2799 -3.3893 0.001 0.001 0.008
C -3.0432 -2.8989 -3.7286 -0.009 -0.003 0.006
C -4.1373 -2.7919 -2.8830 0.010 -0.017 -0.005
C -4.0344 -2.0786 -1.6961 0.044 -0.096 0.041
H 5.4807 -1.2304 1.3200 -0.004 -0.022 0.020
H 5.2649 0.5052 0.9876 -0.026 0.042 0.028
H 3.9250 -1.7700 -0.3769 -0.021 -0.038 -0.004
H 5.7629 0.4569 -1.2194 -0.011 0.008 -0.013
H 5.6888 1.9766 -3.1339 -0.008 -0.002 0.006
H 3.5258 2.5840 -4.1683 0.000 -0.006 0.019
H 1.4238 1.6548 -3.2477 -0.043 0.013 -0.005
H 1.4715 0.1268 -1.3561 -0.024 -0.019 0.029
H 2.5505 -0.3879 4.9216 -0.020 -0.004 0.019
H 0.3518 -0.4496 6.1166 0.004 -0.007 -0.009
H -1.7702 -0.6238 4.8025 0.018 0.008 0.011
H -2.9109 0.4125 -0.3645 0.104 0.057 0.029
H -4.0597 -2.0530 1.0046 0.045 -0.038 0.036
H -4.6646 -0.3766 1.0342 -0.012 0.009 0.011
H -0.8132 -1.0664 -1.9735 0.045 0.041 0.005
H -0.9949 -2.3457 -4.0544 -0.016 0.009 0.006
H -3.1263 -3.4503 -4.6556 0.006 -0.004 0.017
H -5.0750 -3.2632 -3.1455 0.005 0.021 -0.004
H -4.9091 -2.0000 -1.0605 0.011 -0.004 -0.024
C -0.8477 3.7724 -4.0445 0.012 -0.003 0.000
C 0.1258 4.6266 -3.5413 0.021 0.016 0.030
C 0.4893 4.5497 -2.2055 0.069 -0.078 -0.166
C -0.1580 3.6339 -1.3615 -0.028 -0.141 -0.106
C -1.1460 2.7805 -1.8794 -0.103 0.071 -0.118
C -1.4762 2.8406 -3.2203 0.007 -0.015 0.052
Si 0.2952 3.6673 0.3666 0.357 0.119 -0.092
C -0.8306 3.6949 1.7383 -0.181 -0.209 0.217
C -2.1848 3.3159 1.6230 -0.044 0.156 0.060
C -3.0329 3.4681 2.7002 0.013 0.010 0.000
C -2.5541 4.0340 3.8839 -0.013 -0.013 -0.009
C -1.2256 4.4228 4.0091 0.019 -0.002 -0.002
C -0.3549 4.2372 2.9488 -0.046 -0.141 0.085
H -1.1216 3.8315 -5.0901 0.002 0.001 0.012
H 0.6049 5.3476 -4.1900 -0.016 -0.002 0.005
H 1.2662 5.2079 -1.8302 -0.002 -0.030 -0.002
H -1.6508 2.0651 -1.2391 0.013 0.020 -0.007
H -2.2305 2.1788 -3.6253 0.013 0.004 -0.011
H 1.7246 3.6848 0.7174 -0.048 0.290 -0.017
H -2.5728 2.9433 0.6820 0.008 0.018 0.015
H -4.0742 3.1850 2.6205 0.007 0.024 0.005
H -3.2337 4.1877 4.7128 0.007 -0.011 -0.008
H -0.8746 4.8735 4.9274 -0.009 0.003 -0.002
H 0.6842 4.5304 3.0537 -0.011 0.002 -0.019
C 0.6633 -4.6046 -1.3814 -0.001 -0.041 -0.047
C 0.4197 -4.0480 0.0226 -0.104 0.084 0.202
C -0.9896 -4.4054 0.5282 -0.006 0.079 -0.054
C 1.4916 -4.5215 1.0175 0.030 0.091 -0.049
N 0.4834 -2.6130 -0.0628 0.083 -0.804 -0.533
H 0.6810 -5.6931 -1.3202 -0.002 0.009 -0.023
H 1.6206 -4.2668 -1.7787 0.002 -0.021 0.022
H -0.1318 -4.3057 -2.0637 0.003 -0.004 0.020
H -1.0459 -5.4865 0.6508 -0.014 0.005 -0.025
H -1.7478 -4.0935 -0.1916 0.002 0.009 0.024
H -1.1901 -3.9418 1.4966 0.014 -0.030 0.016
H 1.3113 -5.5695 1.2527 0.033 -0.008 -0.033
H 1.4472 -3.9523 1.9480 -0.031 -0.032 0.022
H 2.4891 -4.4326 0.5864 -0.004 0.024 0.031
```
Forces are in eV/Å.

Properties
E_HOMO (spin up / spin down)	-0.59856 / -0.59860	hartree
molar mass	678.791	u
total charge	+3
E_tot	-90302.889	eV
energy above the lowest of the compared OMol25 structures with the same formula, charge and spin	0.000	eV
Kohn-Sham gap (spin up / spin down)	6.634 / 6.639	eV
LUMO level (spin up / spin down)	-9.65 / -9.65	eV
multiplicity	2

These are the Mulliken partial charges, in e, on atoms 1 to 8:
1. Mn -0.836
2. C -0.535
3. O -0.436
4. C 0.041
5. N 0.795
6. C 0.033
7. C 0.062
8. C -0.800

Formula: C39H40AsCl2N2OPdSSe
Source: the Open Molecules 2025 dataset
Level of theory: wB97M-V/def2-TZVPD

```
88
Properties=species:S:1:pos:R:3:forces:R:3
Pd 1.3516 -1.4984 0.5508 -0.320 0.403 -0.163
Cl 3.6644 -2.0603 -0.0262 0.267 -0.025 -0.088
C 4.5393 -1.5590 1.4036 -0.168 0.008 0.225
C 5.8661 -1.2972 1.2946 0.264 0.000 -0.082
C 6.5857 -0.9841 2.4651 0.024 -0.004 0.024
C 5.9746 -0.9588 3.7081 0.191 0.025 -0.092
C 4.6219 -1.2174 3.8131 -0.103 -0.061 -0.116
Cl 3.8797 -1.1865 5.3413 -0.047 0.012 0.012
C 3.8434 -1.4970 2.6432 -0.084 -0.047 -0.004
S 2.1729 -1.7269 2.7729 0.065 0.109 0.027
H 6.3659 -1.3469 0.3342 -0.001 -0.002 0.091
H 7.6461 -0.7756 2.3885 -0.044 -0.013 -0.004
H 6.5457 -0.7381 4.6004 -0.016 -0.002 -0.031
C 2.9771 3.5730 2.0300 -0.063 0.078 0.009
C 1.5977 3.9455 2.5709 0.120 -0.084 0.009
C 1.0161 2.9048 3.5259 -0.037 0.057 -0.111
C 0.6789 1.5780 2.8491 -0.064 0.171 -0.005
N -0.2709 1.7574 1.7364 0.074 -0.143 0.185
C -0.0003 1.7173 0.4196 0.072 0.116 0.102
Se 1.5925 1.1305 -0.3722 -0.084 -0.222 0.141
N -1.0715 2.1149 -0.2748 -0.078 -0.105 -0.297
C -1.1865 2.2305 -1.7444 -0.098 0.133 0.133
C -1.3872 3.6756 -2.1728 0.100 0.067 0.061
C -0.1557 4.5405 -1.9124 -0.002 0.113 -0.037
C -0.2421 5.8906 -2.6208 -0.024 -0.037 0.039
C -2.0969 2.3784 0.6173 0.000 -0.027 -0.198
C -3.4321 2.7342 0.4097 -0.056 -0.032 -0.065
C -4.1969 2.9173 1.5369 -0.031 0.041 0.037
C -3.6639 2.7461 2.8355 -0.030 0.007 -0.012
C -2.3591 2.3649 3.0392 0.003 -0.017 0.097
C -1.5826 2.1759 1.8939 0.135 -0.036 0.114
H 3.3946 4.3826 1.4313 -0.006 -0.035 0.014
H 2.9513 2.6848 1.3833 0.017 -0.014 0.036
H 3.6755 3.3638 2.8443 -0.030 0.009 -0.038
H 0.9016 4.1305 1.7443 0.011 0.026 0.024
H 1.6716 4.8894 3.1093 0.009 0.041 -0.005
H 0.1243 3.3035 4.0123 0.020 -0.009 0.004
H 1.7366 2.6858 4.3185 -0.042 -0.001 0.014
H 0.2362 0.8764 3.5546 -0.057 -0.048 0.010
H 1.5799 1.1271 2.4417 0.020 -0.077 -0.099
H -1.9998 1.5807 -2.0637 -0.094 -0.036 0.076
H -0.2665 1.8455 -2.1760 0.051 -0.112 -0.002
H -2.2501 4.1078 -1.6617 -0.037 -0.002 -0.094
H -1.6253 3.6671 -3.2387 0.027 -0.005 -0.011
H 0.7420 4.0073 -2.2482 -0.017 0.013 -0.015
H -0.0432 4.7051 -0.8341 0.021 -0.041 -0.009
H -0.3032 5.7587 -3.7019 0.018 -0.005 0.015
H 0.6307 6.5057 -2.4062 -0.019 -0.013 -0.005
H -1.1274 6.4452 -2.3057 0.016 -0.011 0.020
H -3.8504 2.8468 -0.5819 0.030 0.045 0.053
H -5.2360 3.2057 1.4314 0.073 -0.024 0.015
H -4.3038 2.9149 3.6923 0.005 -0.022 -0.049
H -1.9673 2.2122 4.0367 -0.014 0.021 -0.060
O -0.2538 -0.9748 -0.7142 0.246 -0.211 0.346
As -0.8235 -2.4234 -1.4536 -0.062 -0.077 -0.137
C -0.3581 -2.4180 -3.2864 -0.012 -0.052 0.016
C 0.5708 -3.2714 -3.8758 0.029 0.160 -0.074
C 0.8056 -3.1687 -5.2391 0.019 -0.014 -0.027
C 0.1255 -2.2240 -5.9960 -0.034 0.019 0.023
C -0.7923 -1.3658 -5.3979 0.024 0.006 -0.052
C -1.0419 -1.4619 -4.0398 0.057 -0.120 -0.083
C -0.0167 -3.7688 -0.3378 -0.042 -0.014 0.049
C 0.5717 -4.9516 -0.7834 0.017 0.043 0.094
C 0.9939 -5.8939 0.1418 0.047 -0.044 0.032
C 0.8355 -5.6718 1.5093 0.025 -0.043 -0.018
C 0.2383 -4.5088 1.9619 0.071 0.042 0.023
C -0.1947 -3.5505 1.0442 0.030 -0.184 -0.162
C -2.6971 -2.4778 -1.2341 -0.028 0.104 0.029
C -3.2799 -1.6527 -0.2771 -0.136 -0.044 0.001
C -4.6497 -1.7323 -0.0711 0.015 -0.016 -0.016
C -5.4133 -2.6230 -0.8178 0.018 0.024 0.023
C -4.8176 -3.4449 -1.7676 -0.042 -0.015 -0.021
C -3.4504 -3.3768 -1.9834 -0.006 0.031 0.015
H 1.1228 -3.9988 -3.3026 0.021 -0.001 0.009
H 1.5191 -3.8324 -5.7107 -0.031 0.029 0.005
H 0.3066 -2.1588 -7.0608 0.002 0.007 0.017
H -1.3205 -0.6327 -5.9942 0.021 -0.035 0.013
H -1.7710 -0.8119 -3.5727 -0.074 0.016 -0.005
H 0.6715 -5.1676 -1.8346 -0.020 -0.034 -0.024
H 1.4331 -6.8216 -0.2064 -0.027 0.054 0.031
H 1.1490 -6.4290 2.2173 0.002 0.031 -0.034
H 0.0774 -4.3540 3.0222 -0.025 -0.016 -0.045
H -0.8033 -2.7236 1.3885 -0.104 0.125 0.072
H -2.6756 -0.9552 0.2903 0.016 0.020 0.015
H -5.1191 -1.1050 0.6750 -0.025 0.007 -0.029
H -6.4831 -2.6766 -0.6615 0.031 -0.011 0.018
H -5.4199 -4.1377 -2.3411 0.020 0.035 0.018
H -2.9845 -4.0103 -2.7291 -0.010 -0.007 -0.019
```
Forces are in eV/Å.

Properties
E_HOMO (spin up / spin down)	-0.60275 / -0.60559	hartree
molar mass	916.037	u
total charge	+3
E_tot	-211638.522	eV
energy above the lowest of the compared OMol25 structures with the same formula, charge and spin	0.072	eV
Kohn-Sham gap (spin up / spin down)	9.042 / 5.346	eV
LUMO level (spin up / spin down)	-7.36 / -11.13	eV
multiplicity	5

These are the Mulliken partial charges, in e, on atoms 1 to 8:
1. Pd 0.397
2. Cl -0.091
3. C 0.908
4. C -0.742
5. C -0.410
6. C -0.642
7. C 0.137
8. Cl -0.111

Formula: C39H40AsNPRuSbSe2Te2
Source: the Open Molecules 2025 dataset
Level of theory: wB97M-V/def2-TZVPD

```
88
Properties=species:S:1:pos:R:3:forces:R:3
Ru 0.1483 0.3190 -1.5609 0.231 -0.254 0.314
N 2.0777 0.8830 -0.6435 -0.161 0.276 -0.066
C 1.9950 1.0243 0.7995 -0.055 -0.022 -0.092
C 3.0462 0.6808 1.6267 0.086 0.091 0.052
C 2.9090 0.8492 2.9986 -0.003 -0.005 -0.025
C 1.7354 1.3653 3.5275 -0.001 0.022 -0.028
C 0.6810 1.6955 2.6855 0.069 0.020 0.036
C 0.7948 1.5070 1.3137 -0.115 0.012 0.068
P -0.5620 1.7438 0.1020 0.032 -0.096 0.099
C -2.1066 1.5291 1.0411 -0.037 -0.013 -0.002
C -2.8829 0.3897 0.8616 -0.008 -0.001 0.055
C -4.0657 0.2185 1.5690 0.034 -0.020 0.004
C -4.4779 1.1846 2.4704 0.001 0.016 0.004
C -3.7084 2.3270 2.6643 0.011 -0.018 -0.006
C -2.5360 2.5033 1.9496 0.000 -0.050 0.010
C -0.5624 3.5508 -0.1467 0.051 0.020 -0.002
C 0.5595 4.3241 0.1410 0.013 0.019 -0.037
C 0.5450 5.6963 -0.0802 -0.008 -0.022 -0.004
C -0.5975 6.3064 -0.5750 -0.003 -0.008 -0.002
C -1.7252 5.5430 -0.8530 -0.004 -0.010 0.015
C -1.7054 4.1730 -0.6474 -0.028 0.045 0.089
H 2.2094 1.8084 -1.0448 0.189 0.006 -0.017
H 2.8925 0.3402 -0.9194 -0.073 -0.182 0.122
H 3.9592 0.2685 1.2128 -0.001 -0.008 -0.006
H 3.7225 0.5655 3.6526 0.004 0.006 0.003
H 1.6340 1.4987 4.5961 -0.005 -0.011 0.002
H -0.2448 2.0694 3.1045 0.013 -0.007 0.002
H -2.5660 -0.3783 0.1701 0.006 -0.014 0.014
H -4.6561 -0.6754 1.4173 -0.003 0.003 -0.006
H -5.4006 1.0543 3.0206 0.005 0.001 0.005
H -4.0286 3.0853 3.3664 -0.001 0.003 -0.002
H -1.9588 3.4078 2.0934 0.003 0.028 -0.018
H 1.4466 3.8648 0.5636 -0.008 0.008 0.004
H 1.4209 6.2879 0.1514 0.001 -0.001 0.001
H -0.6153 7.3763 -0.7346 0.001 0.000 0.000
H -2.6218 6.0164 -1.2316 0.001 0.001 -0.001
H -2.5894 3.5851 -0.8680 -0.007 -0.003 0.006
Se 1.5571 -1.1599 -3.0527 0.004 -0.084 -0.124
Te 0.2064 -2.5643 -4.6030 0.112 -0.011 0.113
Te -2.1732 -1.4404 -4.4606 -0.087 0.096 0.010
Se -2.1013 -0.0950 -2.3838 -0.241 -0.141 -0.165
C -1.0831 3.2397 -3.6934 0.056 0.015 -0.033
As 0.3403 1.9733 -3.3276 0.076 0.195 -0.127
C 1.8921 3.1375 -3.1424 -0.047 0.055 -0.063
C 0.6191 1.3832 -5.1556 0.000 -0.009 0.044
H -0.9258 3.6386 -4.6944 -0.026 0.002 -0.009
H -1.0792 4.0542 -2.9781 0.024 -0.002 0.001
H -2.0373 2.7175 -3.6522 -0.021 0.017 0.002
H 1.8999 3.8552 -3.9619 0.029 0.005 0.001
H 2.8010 2.5369 -3.1996 0.014 0.005 0.005
H 1.8608 3.6911 -2.2032 -0.014 -0.008 0.002
H 0.7586 2.2702 -5.7729 -0.003 0.002 0.005
H -0.2640 0.8467 -5.4974 0.000 -0.027 -0.011
H 1.4872 0.7357 -5.2239 0.009 -0.013 -0.013
C -2.1218 -3.1588 4.1941 0.003 -0.021 -0.014
C -1.8461 -4.1094 3.2202 0.001 0.018 0.022
C -1.2053 -3.7415 2.0449 -0.067 0.056 -0.016
C -0.8456 -2.4120 1.8291 0.056 0.081 0.108
C -1.1060 -1.4690 2.8216 0.015 -0.007 -0.001
C -1.7452 -1.8383 3.9979 0.037 -0.012 -0.026
Sb 0.2153 -1.8745 0.0621 -0.186 -0.065 -0.446
C -0.3233 -3.5927 -1.0624 -0.033 -0.029 0.110
C 0.5866 -4.5834 -1.4165 0.024 -0.009 -0.009
C 0.1629 -5.7034 -2.1211 -0.014 0.014 0.000
C -1.1741 -5.8457 -2.4676 0.014 0.023 0.004
C -2.0890 -4.8662 -2.1069 0.016 0.003 -0.011
C -1.6641 -3.7445 -1.4073 -0.016 -0.006 -0.017
C 2.1659 -2.3865 0.7416 0.021 0.033 0.035
C 3.2519 -2.4734 -0.1307 0.040 0.032 0.044
C 4.5275 -2.7279 0.3589 -0.008 0.011 0.026
C 4.7310 -2.8950 1.7224 -0.022 -0.002 -0.004
C 3.6532 -2.8198 2.5938 0.001 0.002 -0.032
C 2.3774 -2.5668 2.1063 0.014 -0.024 0.026
H -2.6243 -3.4501 5.1072 0.003 0.001 0.002
H -2.1272 -5.1429 3.3758 -0.002 -0.001 0.001
H -0.9953 -4.4967 1.2981 -0.002 0.004 -0.016
H -0.8035 -0.4370 2.6911 -0.050 -0.025 -0.028
H -1.9467 -1.0944 4.7583 -0.002 0.003 0.002
H 1.6310 -4.4944 -1.1434 0.009 0.015 0.016
H 0.8782 -6.4698 -2.3910 -0.002 0.001 0.000
H -1.5033 -6.7222 -3.0103 0.000 0.000 -0.001
H -3.1346 -4.9758 -2.3661 0.003 -0.001 0.000
H -2.3928 -2.9909 -1.1272 0.003 0.006 0.005
H 3.1070 -2.3546 -1.1974 0.006 -0.024 0.013
H 5.3610 -2.8045 -0.3280 0.000 0.000 -0.002
H 5.7239 -3.0979 2.1022 0.002 0.004 0.000
H 3.8036 -2.9608 3.6566 -0.004 -0.004 0.000
H 1.5480 -2.5078 2.8018 0.020 -0.007 -0.014
```
Forces are in eV/Å.

Properties
E_HOMO (spin up / spin down)	-0.34908 / -0.34488	hartree
molar mass	1264.602	u
total charge	+1
E_tot	-267106.803	eV
energy above the lowest of the compared OMol25 structures with the same formula, charge and spin	0.000	eV
Kohn-Sham gap (spin up / spin down)	6.727 / 4.912	eV
LUMO level (spin up / spin down)	-2.77 / -4.47	eV
multiplicity	2

These are the Mulliken partial charges, in e, on atoms 1 to 8:
1. Ru -0.732
2. N -0.140
3. C 0.102
4. C -0.713
5. C -0.910
6. C -0.733
7. C -0.801
8. C -0.130